{
  "formula": "C28H39ClN4O5Tl",
  "method": "wB97M-V/def2-TZVPD",
  "homo_lumo_gap_ha": 0.265,
  "energy_ev": -63088.4363,
  "e_homo_ha": -0.17137,
  "total_charge": -1,
  "symbols": ["Tl", "Cl", "N", "N", "C", "C", "C", "C", "C", "C", "H", "H", "H", "H", "H", "H", "C", "C", "C", "C", "H", "H", "H", "H", "H", "H", "O", "H", "H", "O", "H", "H", "C", "C", "C", "H", "H", "C", "C", "H", "C", "C", "C", "C", "H", "C", "H", "H", "H", "H", "H", "H", "H", "H", "C", "C", "C", "C", "C", "C", "O", "N", "C", "O", "N", "C", "O", "H", "H", "H", "H", "H", "H", "H", "H", "H", "H", "H"],
  "coordinates": [[-0.144, -1.013, 1.785], [-2.159, 0.771, 2.048], [-2.446, -0.860, -0.613], [1.566, 1.625, 1.705], [-3.144, 0.069, -1.175], [1.537, 2.885, 1.390], [-3.379, -1.937, -0.191], [-4.743, -1.259, -0.319], [-3.148, -2.413, 1.226], [-3.221, -3.092, -1.168], [-3.138, -1.549, 1.903], [-2.198, -2.958, 1.302], [-3.965, -3.089, 1.517], [-3.539, -2.780, -2.171], [-3.829, -3.940, -0.842], [-2.169, -3.393, -1.210], [2.418, 1.489, 2.914], [2.415, 2.918, 3.465], [3.817, 1.068, 2.475], [1.836, 0.493, 3.905], [0.773, 0.704, 4.075], [2.365, 0.571, 4.864], [1.954, -0.536, 3.540], [4.309, 1.891, 1.941], [3.758, 0.204, 1.804], [4.420, 0.807, 3.351], [1.976, 3.734, 2.342], [3.398, 3.289, 3.776], [1.684, 3.048, 4.273], [-4.478, -0.037, -1.051], [-5.162, -0.971, 0.651], [-5.469, -1.842, -0.898], [-2.650, 1.217, -2.003], [1.150, 3.485, 0.082], [-0.331, 3.512, -0.144], [1.572, 2.806, -0.675], [1.610, 4.480, -0.002], [-0.863, 2.763, -1.189], [-2.208, 2.397, -1.190], [-0.187, 2.343, -1.923], [-3.102, 3.172, -0.429], [-2.578, 4.134, 0.435], [-4.580, 2.980, -0.505], [-1.204, 4.294, 0.635], [-3.272, 4.733, 1.028], [-0.692, 5.279, 1.637], [-1.528, 5.798, 2.118], [-0.036, 6.021, 1.165], [-0.099, 4.788, 2.419], [-4.956, 3.099, -1.529], [-5.068, 3.715, 0.146], [-4.871, 1.977, -0.170], [-3.432, 1.485, -2.728], [-1.770, 0.826, -2.532], [0.867, -2.916, -3.471], [1.783, -3.753, -2.595], [2.657, -2.966, -1.595], [3.589, -3.936, -0.804], [2.892, -5.093, -0.117], [3.563, -1.969, -2.347], [4.544, -2.299, -3.005], [3.199, -0.643, -2.260], [2.083, -0.074, -1.613], [1.837, 1.109, -1.851], [1.399, -0.892, -0.767], [1.708, -2.183, -0.631], [1.176, -2.859, 0.301], [0.194, -2.292, -2.867], [0.245, -3.588, -4.074], [1.442, -2.276, -4.152], [1.182, -4.461, -2.012], [2.459, -4.358, -3.215], [4.348, -4.316, -1.505], [4.128, -3.339, -0.051], [2.515, -5.828, -0.836], [3.600, -5.593, 0.548], [2.063, -4.695, 0.475], [3.730, 0.018, -2.815]]
}

---

{
  "formula": "C28H39CrF6N8O7P2S2",
  "method": "wB97M-V/def2-TZVPD",
  "homo_lumo_gap_ha": [0.284, 0.320],
  "multiplicity": 5,
  "energy_ev": -140900.2850,
  "relative_energy_kj_mol": 0.00,
  "s2": 6.01,
  "e_homo_ha": [-0.38571, -0.42646],
  "total_charge": 1,
  "symbols": ["Cr", "F", "C", "F", "F", "S", "O", "O", "N", "S", "O", "O", "C", "F", "F", "F", "C", "C", "N", "C", "C", "C", "C", "C", "C", "C", "C", "C", "N", "C", "H", "H", "H", "H", "H", "H", "H", "H", "C", "N", "C", "P", "O", "O", "P", "O", "N", "C", "C", "N", "C", "C", "N", "C", "C", "H", "H", "H", "H", "H", "H", "H", "H", "H", "H", "H", "H", "H", "H", "H", "H", "H", "H", "H", "H", "H", "H", "H", "H", "C", "C", "C", "C", "N", "C", "C", "H", "H", "H", "H", "H", "H", "H"],
  "coordinates": [[1.117, 0.472, -0.137], [4.597, -2.886, -0.176], [4.779, -2.350, -1.383], [4.239, -3.165, -2.288], [6.076, -2.236, -1.615], [3.942, -0.712, -1.504], [2.545, -1.026, -1.204], [4.204, -0.197, -2.817], [4.655, 0.033, -0.311], [4.398, 1.595, -0.226], [3.093, 1.935, -0.771], [4.746, 2.079, 1.070], [5.619, 2.389, -1.408], [5.021, 2.706, -2.550], [6.092, 3.500, -0.853], [6.627, 1.567, -1.661], [3.003, -1.584, 3.221], [2.489, -1.283, 1.956], [1.941, -0.116, 1.676], [1.887, 0.833, 2.640], [2.373, 0.622, 3.931], [2.943, -0.633, 4.208], [2.284, 1.682, 4.897], [1.754, 2.876, 4.562], [1.266, 3.123, 3.233], [0.747, 4.363, 2.820], [0.341, 4.523, 1.521], [0.442, 3.440, 0.639], [0.902, 2.260, 1.004], [1.321, 2.104, 2.282], [3.452, -2.551, 3.396], [2.531, -1.995, 1.143], [3.342, -0.832, 5.195], [2.662, 1.505, 5.895], [1.700, 3.677, 5.287], [0.686, 5.181, 3.526], [-0.046, 5.464, 1.163], [0.145, 3.546, -0.396], [-3.063, -1.263, -2.644], [-1.848, -1.952, -2.245], [-0.945, -2.268, -3.348], [-1.240, -2.106, -0.737], [0.015, -1.394, -0.403], [-2.482, -1.612, 0.160], [-2.641, -0.295, 1.103], [-1.602, 0.724, 0.870], [-2.622, -0.862, 2.651], [-3.641, -1.814, 3.074], [-1.313, -1.143, 3.229], [-4.152, 0.187, 0.681], [-5.261, -0.702, 0.366], [-4.572, 1.508, 1.143], [-1.033, -3.702, -0.475], [-2.109, -4.645, -0.730], [0.059, -4.222, 0.335], [-3.681, -1.930, -3.252], [-2.826, -0.382, -3.242], [-3.636, -0.950, -1.777], [-1.440, -2.934, -4.058], [-0.049, -2.762, -2.977], [-0.643, -1.354, -3.867], [-4.634, -1.459, 2.812], [-3.601, -1.908, 4.159], [-3.486, -2.807, 2.636], [-0.593, -0.418, 2.863], [-0.968, -2.153, 2.973], [-1.377, -1.064, 4.315], [-4.899, -1.688, 0.089], [-5.821, -0.290, -0.478], [-5.952, -0.800, 1.208], [-3.700, 2.137, 1.304], [-5.146, 1.442, 2.071], [-5.198, 1.969, 0.378], [-2.864, -4.194, -1.370], [-2.584, -4.961, 0.204], [-1.717, -5.529, -1.235], [0.833, -3.466, 0.432], [0.485, -5.099, -0.155], [-0.292, -4.519, 1.328], [-1.300, 3.031, -5.478], [-0.734, 2.416, -4.235], [0.544, 1.869, -4.206], [1.029, 1.306, -3.040], [0.303, 1.243, -1.918], [-0.934, 1.758, -1.936], [-1.475, 2.353, -3.056], [-0.512, 3.341, -6.160], [-1.920, 3.894, -5.242], [-1.928, 2.307, -6.000], [1.178, 1.892, -5.081], [2.031, 0.897, -2.998], [-1.484, 1.695, -1.002], [-2.473, 2.770, -3.007]]
}

---

{
  "formula": "C28H39F5HfN3O2SbSi",
  "method": "wB97M-V/def2-TZVPD",
  "homo_lumo_gap_ha": 0.233,
  "energy_ev": -67529.3249,
  "relative_energy_kj_mol": 150.94,
  "e_homo_ha": -0.48804,
  "total_charge": 2,
  "symbols": ["Hf", "C", "C", "C", "Sb", "C", "C", "C", "C", "C", "C", "H", "H", "H", "H", "H", "H", "H", "H", "H", "H", "H", "H", "H", "H", "H", "H", "H", "H", "H", "H", "H", "C", "N", "C", "C", "C", "N", "C", "O", "N", "H", "H", "H", "H", "H", "H", "H", "F", "C", "C", "F", "C", "F", "C", "O", "C", "F", "C", "F", "C", "Si", "C", "C", "C", "C", "C", "C", "C", "H", "H", "H", "H", "H", "H", "H", "H", "H", "H", "H"],
  "coordinates": [[-0.968, 0.086, 0.264], [4.470, -1.522, 0.270], [4.158, -0.214, -0.434], [4.555, -0.222, -1.903], [2.027, 0.350, -0.245], [2.001, 0.065, 1.948], [1.534, -1.370, 2.205], [1.150, 1.033, 2.761], [2.268, 2.528, -0.538], [1.688, 2.857, -1.916], [3.701, 3.022, -0.398], [5.537, -1.729, 0.156], [3.922, -2.357, -0.166], [4.265, -1.476, 1.340], [4.650, 0.610, 0.087], [4.142, -1.093, -2.412], [5.643, -0.265, -1.986], [4.220, 0.674, -2.427], [3.039, 0.172, 2.268], [0.456, -1.481, 1.973], [1.663, -1.630, 3.258], [2.076, -2.104, 1.608], [0.072, 0.858, 2.616], [1.358, 2.075, 2.529], [1.339, 0.880, 3.826], [1.657, 2.978, 0.243], [2.302, 2.419, -2.707], [1.667, 3.938, -2.082], [0.675, 2.469, -2.039], [4.338, 2.625, -1.189], [4.131, 2.754, 0.568], [3.721, 4.111, -0.480], [-0.767, 4.915, 0.922], [-1.413, 4.215, -0.193], [-2.168, 4.870, -1.120], [-2.832, 4.198, -2.085], [-2.709, 2.780, -2.117], [-1.866, 2.164, -1.270], [-1.301, 2.864, -0.291], [-0.616, 2.231, 0.576], [-3.386, 2.034, -2.975], [-1.116, 5.942, 0.950], [0.315, 4.911, 0.797], [-1.018, 4.422, 1.858], [-2.219, 5.945, -1.024], [-3.436, 4.723, -2.810], [-4.058, 2.443, -3.602], [-3.329, 1.031, -2.916], [-6.302, -2.097, 3.832], [-5.507, -1.496, 2.971], [-5.997, -1.094, 1.730], [-7.259, -1.316, 1.424], [-5.161, -0.473, 0.817], [-5.610, -0.108, -0.383], [-3.824, -0.231, 1.121], [-2.968, 0.354, 0.279], [-3.382, -0.650, 2.362], [-2.037, -0.412, 2.584], [-4.176, -1.276, 3.296], [-3.680, -1.670, 4.456], [-1.945, -3.509, 1.219], [-1.242, -2.514, -0.238], [-2.442, -2.567, -1.716], [0.445, -3.214, -0.747], [1.021, -2.837, -1.966], [2.204, -3.406, -2.411], [2.863, -4.343, -1.624], [2.319, -4.716, -0.403], [1.117, -4.166, 0.023], [-1.795, -4.578, 1.045], [-3.021, -3.354, 1.317], [-1.481, -3.269, 2.178], [-2.653, -3.603, -1.992], [-2.026, -2.078, -2.600], [-3.397, -2.089, -1.485], [0.507, -2.127, -2.610], [2.598, -3.139, -3.384], [3.792, -4.785, -1.960], [2.819, -5.456, 0.210], [0.686, -4.508, 0.958]]
}